[1]
108
Properties=species:S:1:pos:R:3:forces:R:3 method="wB97M-V/def2-TZVPD" energy_ev=-47592.814 de_lowest_ev=2.2982 e_homo_ev=-9.609
C 1.3314 1.0925 3.9866 -0.9 1.6 0.2
C 0.4847 -0.0696 4.4390 1.2 -2.1 -0.6
C -0.1402 0.0151 5.8203 0.2 0.3 -0.8
O -0.3824 -0.4756 3.3673 -0.5 0.6 0.1
H 0.7297 2.0085 3.8942 -0.2 -0.1 -0.1
H 1.7819 0.9660 3.0053 0.1 -0.5 0.1
H 2.0779 1.3812 4.7279 0.2 -0.4 0.0
H 1.2026 -0.9085 4.4796 0.0 0.1 0.4
H -0.5980 -0.9105 6.1679 0.1 -0.2 -0.3
H -0.9114 0.7877 5.8335 0.3 0.3 0.4
H 0.7518 0.1844 6.4267 -0.5 0.5 0.6
H -1.1615 -0.9078 3.7326 0.0 0.0 0.0
C -4.5124 -2.7434 0.3280 -0.3 -0.1 -0.9
C -4.9165 -1.4909 -0.4628 -0.3 0.4 1.3
C -6.4213 -1.1921 -0.4567 0.4 -0.6 -0.2
O -4.3628 -0.3403 0.1986 0.3 0.1 -0.1
H -3.4268 -2.8274 0.4035 0.0 0.1 -0.1
H -4.8861 -3.5935 -0.2528 0.1 -0.2 0.3
H -4.9150 -2.7847 1.3397 -0.2 0.2 -0.1
H -4.5272 -1.5675 -1.4851 -0.1 0.1 0.0
H -6.8139 -1.1700 0.5605 0.1 -0.1 0.1
H -6.9630 -1.9631 -1.0094 -0.1 0.1 -0.1
H -6.5976 -0.2099 -0.8911 0.0 -0.1 -0.2
H -3.4199 -0.5005 0.3480 0.2 0.0 0.1
C -3.8267 1.3804 3.2493 0.3 1.0 -0.5
C -5.2440 0.8607 3.4424 0.0 -0.9 -0.8
C -6.3350 1.5962 2.6656 0.6 0.9 0.1
O -5.2570 -0.5132 3.0547 -0.2 -0.6 0.5
H -3.5566 1.4962 2.1927 -0.4 -0.1 -0.1
H -3.0473 0.7206 3.6290 -0.3 -0.1 0.4
H -3.6827 2.3811 3.6726 -0.1 -0.1 0.2
H -5.4948 0.8782 4.5063 0.0 -0.1 0.0
H -6.0917 1.6792 1.6035 0.2 -0.1 0.0
H -6.3827 2.6142 3.0692 -0.3 0.0 -0.2
H -7.3163 1.1326 2.7305 0.1 -0.2 0.3
H -5.0422 -0.5981 2.1140 0.1 0.4 -0.1
C -0.6341 4.5897 2.3033 -0.3 -0.5 0.0
C -0.6749 5.8225 1.4054 0.8 -0.1 0.8
C -0.6964 5.5639 -0.0928 0.5 0.1 -0.9
O -1.6283 6.7633 1.8760 -0.4 0.2 -0.2
H 0.3121 4.0506 2.2043 0.0 0.1 -0.2
H -1.4274 3.8540 2.1307 -0.1 0.2 -0.1
H -0.7021 4.9311 3.3358 0.0 0.0 0.0
H 0.2696 6.2928 1.6998 0.0 0.3 -0.6
H -1.1522 4.6314 -0.4329 -0.2 -0.1 0.4
H 0.3236 5.5432 -0.4899 0.1 -0.2 0.3
H -1.1418 6.3609 -0.6931 -0.3 0.2 0.5
H -2.5204 6.5345 1.5936 0.1 -0.2 -0.1
C 4.5240 -0.5428 -6.6170 -0.7 -0.2 0.0
C 4.1791 0.0972 -5.2496 0.0 -0.9 -1.8
C 3.7927 -0.9181 -4.1947 0.0 -0.5 0.1
O 5.2404 0.9526 -4.8436 -0.5 -0.1 0.4
H 4.7232 0.2291 -7.3607 0.6 0.0 0.2
H 3.6356 -1.0319 -7.0367 0.0 -0.1 0.3
H 5.2962 -1.3123 -6.5736 0.3 0.3 0.0
H 3.2558 0.6310 -5.5017 0.4 0.7 0.5
H 2.9853 -0.4918 -3.6012 0.1 -0.3 0.3
H 4.6155 -1.2615 -3.5556 0.1 0.5 0.1
H 3.4652 -1.8594 -4.6421 -0.4 0.2 -0.1
H 5.7012 0.4345 -4.1748 0.2 0.3 0.0
C -0.6457 1.3802 0.2410 -0.2 1.2 -1.7
C -0.6339 -0.0317 -0.3069 0.5 -0.9 1.0
C 0.7438 -0.6527 -0.5559 0.3 1.2 -0.2
O -1.2918 -0.8893 0.6658 0.1 0.5 -0.4
H -1.6792 1.6932 0.4051 0.0 -0.2 0.6
H -0.3684 2.0778 -0.5655 0.3 -0.2 0.0
H 0.0173 1.6476 1.0612 -0.2 -0.6 0.3
H -1.2051 -0.0870 -1.2363 -0.1 0.0 0.1
H 1.4266 -0.5311 0.2921 -0.4 -0.3 0.3
H 1.2772 -0.1114 -1.3458 -0.3 -0.3 -0.3
H 0.6085 -1.6974 -0.8098 0.1 -0.1 0.0
H -0.7963 -0.6640 1.4723 -0.4 -0.4 0.3
C 3.2587 2.0857 0.9245 -0.3 0.7 -1.3
C 4.0469 3.0117 1.8402 0.0 0.2 1.1
C 5.5697 2.8578 1.7793 -0.1 -1.2 0.9
O 3.7440 4.4097 1.6641 -0.2 -0.7 -0.6
H 2.1749 2.0787 1.0629 0.1 0.4 0.4
H 3.5209 1.0279 0.9120 0.6 0.1 0.2
H 3.3785 2.4964 -0.0870 0.1 -0.4 -0.2
H 3.6851 2.8119 2.8524 0.3 0.0 0.1
H 6.0432 3.4087 0.9694 -0.1 -0.1 -0.2
H 5.8229 1.7914 1.7542 0.0 0.1 -0.6
H 6.0418 3.1474 2.7200 -0.2 0.6 -0.1
H 4.1646 4.6306 0.8225 -0.2 0.3 0.1
C 3.4219 -3.9953 -0.0585 -0.3 -1.1 0.4
C 2.7330 -3.9241 -1.4104 0.0 0.2 0.5
C 3.6459 -4.4848 -2.4925 -0.6 0.1 -1.4
O 1.4441 -4.5832 -1.4337 0.9 -0.4 -0.1
H 2.7100 -3.9220 0.7652 0.0 0.5 -0.1
H 4.2353 -3.2777 0.0237 -0.1 0.2 0.0
H 3.8575 -4.9930 0.0711 0.1 0.0 -0.1
H 2.4235 -2.8858 -1.5465 0.6 0.2 -0.5
H 3.8777 -5.5510 -2.4123 -0.1 0.0 0.7
H 4.6046 -3.9923 -2.6518 -0.1 0.3 0.4
H 3.1247 -4.4302 -3.4564 0.0 0.2 0.0
H 1.6330 -5.4693 -1.7682 -0.4 0.0 0.1
C -0.4211 -4.2219 -4.3885 0.2 -1.0 0.5
C -0.8214 -2.8782 -3.8263 -0.3 0.2 0.4
C -1.7669 -3.0931 -2.6531 -0.9 -0.4 -0.3
O 0.2857 -2.1029 -3.3703 0.2 -0.4 -0.2
H -1.2445 -4.6398 -4.9696 0.2 0.1 -0.3
H -0.2774 -4.9311 -3.5632 -0.1 0.1 0.1
H 0.5326 -4.2740 -4.9156 -0.2 0.5 -0.4
H -1.3385 -2.2967 -4.5947 0.3 0.2 0.0
H -1.2880 -3.6750 -1.8624 0.2 0.4 0.2
H -2.6266 -3.7112 -2.9433 0.1 0.0 -0.2
H -2.2091 -2.1620 -2.2978 0.4 0.1 0.2
H 0.6911 -2.6700 -2.6966 0.1 0.2 -0.1

[2]
54
Properties=species:S:1:pos:R:3:forces:R:3 method="wB97M-V/def2-TZVPD" energy_ev=-69702.288 multiplicity=4 e_homo_ev="-11.181 / -11.173" charge=+1
Cr -0.2081 0.1129 0.1636 -0.3 0.4 0.1
O 4.5884 -3.3832 -0.3730 0.0 -0.1 0.0
C 3.6527 -2.6555 -0.2751 0.1 0.2 0.0
C 2.7540 -2.1464 -1.4361 -0.1 -0.1 0.2
O 2.8504 -2.4123 -2.6001 0.0 0.0 0.0
C 1.7571 -1.2976 -0.7579 -0.1 0.1 -0.2
C 1.9588 -1.2273 0.5854 0.0 0.1 0.2
O 1.1107 -0.4850 1.3178 0.3 -0.2 -0.1
C 3.1183 -2.0108 1.0357 -0.2 -0.2 -0.1
O 3.5403 -2.1698 2.1468 0.0 0.0 0.0
O 0.7389 -0.6196 -1.2808 0.2 -0.2 -0.1
C -3.8617 1.8766 1.8237 0.0 0.0 0.0
C -3.0274 1.0864 0.8715 0.0 -0.1 0.1
O -1.7832 1.0633 1.0135 -0.1 0.1 -0.1
N -3.6278 0.4131 -0.1078 0.0 0.0 0.0
C -2.9206 -0.4612 -1.0419 0.0 0.1 -0.1
C -2.4551 -1.7368 -0.3841 0.0 0.0 0.0
C -3.1804 -2.9079 -0.4606 0.0 0.0 0.0
C -2.7192 -4.0255 0.2239 0.0 0.0 0.0
C -1.5636 -3.9256 0.9751 0.0 0.0 0.0
C -0.8872 -2.7178 1.0048 0.0 0.0 0.0
N -1.3189 -1.6505 0.3256 0.0 -0.1 0.1
H -3.3850 2.8395 1.9947 0.0 0.0 0.0
H -3.8850 1.3448 2.7762 0.0 0.0 0.0
H -4.8798 2.0224 1.4706 0.0 0.0 0.0
H -4.6313 0.4734 -0.1732 0.0 0.0 0.0
H -2.0843 0.0893 -1.4975 0.0 0.0 0.1
H -3.5937 -0.6790 -1.8683 0.0 0.0 0.0
H -4.0846 -2.9499 -1.0521 0.0 0.0 0.0
H -3.2607 -4.9599 0.1687 0.0 0.0 0.0
H -1.1742 -4.7673 1.5289 0.0 0.0 0.0
H 0.0169 -2.5832 1.5816 0.0 0.0 0.0
C -0.0857 2.8725 -1.0072 0.0 -0.1 0.0
N 0.5142 4.1754 -1.1480 0.0 0.0 0.0
C 1.8817 4.0161 -1.6607 0.0 0.0 0.0
N 2.6952 3.2081 -0.7547 0.0 0.0 0.0
C 2.1000 1.9041 -0.6226 -0.1 0.0 0.1
N 0.6903 1.9900 -0.0708 0.1 0.0 0.0
C 0.7874 2.7100 1.2548 0.0 -0.1 0.0
N 1.3870 4.0122 1.1081 0.0 0.0 0.0
C 0.5880 4.8066 0.1751 0.0 0.0 0.0
C 2.7362 3.8574 0.5560 0.0 0.0 0.0
H -0.1223 2.3728 -1.9802 0.0 0.0 0.0
H -1.0971 2.9761 -0.6069 0.0 0.0 0.0
H 2.3340 5.0013 -1.7683 0.0 0.0 0.0
H 1.8455 3.5380 -2.6409 0.0 0.0 0.0
H 2.6802 1.2953 0.0710 0.0 0.0 0.0
H 2.0447 1.4077 -1.5898 0.0 0.0 0.0
H 1.3832 2.0807 1.9172 0.0 0.0 0.0
H -0.2226 2.8053 1.6537 0.0 0.0 0.0
H 1.0388 5.7928 0.0693 0.0 0.0 0.0
H -0.4216 4.9250 0.5745 0.0 0.0 0.0
H 3.3384 3.2573 1.2394 0.0 0.0 0.0
H 3.1940 4.8410 0.4541 0.0 0.0 0.0

[3]
15
Properties=species:S:1:pos:R:3:forces:R:3 method="wB97M-V/def2-TZVPD" energy_ev=-8291.366 de_lowest_ev=3.6301 e_homo_ev=-7.285
C 1.5925 0.3243 0.7465 0.1 0.0 0.1
N 0.3430 0.6035 0.0694 -0.1 0.1 -0.2
C 0.0198 1.7140 -0.6580 0.2 0.1 0.1
C -1.0336 1.5351 -1.5606 0.2 -0.3 0.2
C -0.7962 -1.5121 0.4723 0.0 -0.1 0.0
C -1.2875 0.1871 -1.3119 -0.1 -0.2 -0.1
N -0.4560 -0.3950 -0.3869 -0.1 0.2 -0.1
H 2.2917 -0.2028 0.0877 -0.1 0.1 0.1
H 1.4324 -0.2633 1.6551 0.0 0.1 -0.1
H 2.0280 1.2851 1.0277 -0.1 -0.2 0.0
H 0.6182 2.5993 -0.4495 -0.1 -0.2 -0.1
H -1.5990 -2.0626 -0.0215 0.2 0.0 0.1
H -1.1625 -1.1520 1.4401 0.0 -0.1 -0.1
H 0.0512 -2.1862 0.6246 -0.1 0.1 0.0
H -2.0421 -0.4744 -1.7351 0.1 0.2 0.1

[4]
16
Properties=species:S:1:pos:R:3:forces:R:3 method="wB97M-V/def2-TZVPD" energy_ev=-6826.156 de_lowest_ev=1.0894 e_homo_ev=-8.814
C 1.8047 -0.8085 1.6749 -0.8 2.4 -0.2
C 0.8623 -0.1625 0.5545 2.3 -1.6 1.1
C 0.4083 -1.4334 -0.2890 -0.3 1.6 0.2
N -0.1982 0.6311 1.0848 -1.0 0.8 0.2
H 1.3462 -1.7043 2.0610 0.4 -0.6 0.0
H 2.8025 -0.8595 1.2452 0.0 -0.9 0.0
H 1.9129 -0.0895 2.5087 -0.2 -0.3 -0.3
H 1.4943 0.6627 0.1836 0.1 -1.0 -1.1
H -0.3080 -1.0539 -1.0217 -0.2 -0.5 0.0
H 1.1053 -2.1194 -0.7988 0.2 0.8 0.4
H -0.0659 -2.0018 0.5208 -0.4 -0.2 -0.6
H -1.1018 0.2296 1.3164 0.4 -0.2 -0.2
H -0.3080 1.4636 0.5090 -0.4 -0.4 0.4
H -3.5965 2.1335 -3.8267 -0.1 -0.1 -0.1
H -3.2753 2.8309 -2.5202 0.0 0.1 0.1
O -2.8828 2.2811 -3.2026 0.1 0.0 0.0

[5]
27
Properties=species:S:1:pos:R:3:forces:R:3 method="wB97M-V/def2-TZVPD" energy_ev=-128667.151 multiplicity=2 de_lowest_ev=0.1051 e_homo_ev="-11.889 / -11.889" charge=+1
Cu -2.4485 3.0534 4.7535 0.9 -0.5 -0.8
Br -0.6736 2.1850 3.2397 -0.8 0.4 0.7
C 2.9318 0.6135 2.1977 -1.5 0.7 0.1
O 4.1594 0.2119 2.0686 0.1 -0.2 0.0
N 1.9067 -0.1365 1.8076 0.9 0.1 0.1
N 2.6780 1.8101 2.7032 0.5 0.0 0.0
H 0.9828 0.2747 1.8766 -0.1 -0.2 -0.1
H 2.0239 -1.0865 1.4941 -0.1 0.0 -0.1
H 3.3835 2.4373 3.0559 0.2 -0.2 -0.2
H 1.7080 2.0807 2.8536 -0.2 0.0 0.2
C -0.8727 -1.0994 0.3099 0.3 -1.0 -0.3
C -0.6727 -0.0367 -0.7425 -0.9 1.1 0.1
C -1.2400 -0.4694 -2.0749 -0.2 -0.8 -0.1
O -0.4594 -1.5445 -2.5440 0.5 0.2 0.3
C -0.8563 -1.9750 -3.8083 0.0 -0.5 -0.6
N -1.4555 1.1723 -0.3330 0.9 -0.5 -0.3
H -0.2684 -1.9883 0.0940 0.1 0.1 -0.1
H -1.9008 -1.4606 0.2637 -0.1 0.2 0.3
H -0.6421 -0.8028 1.3354 -0.2 0.3 0.0
H 0.3782 0.2318 -0.9153 0.1 -0.3 0.2
H -1.2616 0.3618 -2.7920 0.2 0.0 0.0
H -2.2698 -0.8374 -1.9695 -0.1 0.3 0.2
H -0.8237 -1.1466 -4.5230 -0.2 0.0 -0.1
H -1.8448 -2.4514 -3.8008 -0.1 0.3 0.1
H -0.1733 -2.7515 -4.1532 0.2 0.1 0.1
H -1.1083 1.4456 0.5816 -0.3 0.2 0.0
H -1.1808 1.9085 -0.9788 -0.3 0.2 0.2

[6]
17
Properties=species:S:1:pos:R:3:forces:R:3 method="wB97M-V/def2-TZVPD" energy_ev=-9441.277 de_lowest_ev=1.7659 e_homo_ev=-9.573
C -0.1648 -2.4952 1.0228 -0.1 -0.2 0.2
O 0.1416 -1.5358 0.0438 0.0 0.0 -0.1
C -0.4088 -0.2755 0.3381 -0.1 0.2 0.0
C 0.0331 0.7102 -0.7371 0.0 0.0 0.0
C -0.5884 2.0897 -0.5532 -0.1 0.1 0.0
C 1.5489 0.7906 -0.7934 0.2 0.3 -0.1
O 2.1548 1.7786 -1.1378 -0.2 -0.4 0.2
H 0.2154 -2.1957 2.0120 0.0 0.0 -0.1
H 0.3133 -3.4302 0.7227 -0.1 0.1 0.1
H -1.2513 -2.6544 1.1016 0.1 0.0 0.0
H -0.0738 0.0698 1.3331 0.0 -0.1 -0.1
H -1.5102 -0.3313 0.3687 0.2 0.0 0.0
H -0.2774 0.2862 -1.7046 0.1 0.0 0.1
H -0.2202 2.7764 -1.3183 -0.1 -0.1 0.1
H -1.6798 2.0402 -0.6181 0.1 0.0 0.0
H -0.3196 2.5088 0.4236 0.0 -0.1 -0.1
H 2.0873 -0.1325 -0.5039 0.0 0.1 0.0